[1]
The following is a quantum chemistry calculation of C19H18N2O2S in the gas phase, from the OMol25 dataset.

## Properties
energy	-37900.2648	eV
orbital gap	8.553	eV
molecular weight	338.4	g/mol
largest force on an atom	5.0	eV Å⁻¹
SMILES	Cc1cccc(S(=O)(=O)N2CC=C(C#Cc3ccccn3)CC2)c1
energy above the lowest of the compared OMol25 structures with the same formula, charge and spin	6.397	eV
multiplicity	1

XYZ file:
```
42
Properties=species:S:1:pos:R:3:forces:R:3:mulliken_charge:R:1
C 0.696336 -1.131507 5.709837 -1.929 0.540 -0.638 -1.368
C 0.933561 -1.767300 4.390299 0.879 -1.129 -1.593 0.752
C 2.216530 -2.122182 3.925496 -1.325 0.319 -1.762 -0.661
C 2.420466 -2.562822 2.585384 0.410 0.262 0.872 -0.554
C 1.353620 -2.748726 1.731740 -0.549 -1.453 0.086 -0.551
C 0.089491 -2.689399 2.295863 -1.420 0.615 -0.269 -0.006
S -1.314466 -3.294133 1.228563 -3.091 -1.551 -1.854 1.184
O -1.024081 -4.629874 0.586291 0.119 3.520 2.007 -0.683
O -2.659251 -3.183515 1.930167 4.289 0.309 -1.597 -0.649
N -1.291888 -2.178411 -0.139874 0.803 -1.230 2.357 0.098
C -0.867337 -2.562021 -1.445320 1.169 -2.262 -0.144 -0.649
C -0.304610 -1.441025 -2.203377 -0.773 4.987 0.115 -0.612
C -0.852794 -0.165161 -2.038567 1.853 -2.039 -1.070 0.555
C -0.317557 1.074902 -2.579305 0.137 -0.463 0.151 -0.397
C 0.090280 2.151815 -2.950189 -0.137 0.650 0.213 -0.055
C 0.490587 3.524267 -3.265392 1.623 1.112 -0.329 0.352
C -0.378607 4.622546 -3.261135 -3.196 -1.910 1.198 -0.283
C -0.036386 5.856804 -3.674481 1.739 2.341 -0.193 -0.346
C 1.354823 6.113145 -3.800024 -0.780 -0.540 -1.549 -0.473
C 2.239436 5.035280 -3.846497 -1.516 -0.948 0.813 -0.117
N 1.772353 3.775150 -3.592494 0.944 -0.107 -0.293 -0.539
C -2.130571 -0.109334 -1.316624 -0.367 0.210 -0.249 -0.605
C -2.185032 -1.103799 -0.135377 -2.211 2.395 1.793 -0.682
C -0.133193 -2.103300 3.549604 -1.326 0.121 0.309 -0.029
H 0.589167 -1.865770 6.483237 -0.405 -0.539 0.432 0.299
H -0.271107 -0.526268 5.607903 1.469 -0.654 0.581 0.334
H 1.520658 -0.541672 6.018433 0.665 0.950 0.119 0.408
H 3.028075 -1.890453 4.548433 1.211 -0.007 0.675 0.447
H 3.406697 -2.818105 2.185863 -0.177 0.387 0.452 0.357
H 1.447468 -3.176401 0.725370 0.230 0.352 0.445 0.309
H -1.674031 -3.160431 -1.831545 -0.446 0.012 -1.301 0.403
H -0.030870 -3.256087 -1.420512 -0.086 -0.441 0.557 0.331
H 0.675675 -1.403622 -2.653409 0.036 -0.847 -0.285 0.421
H -1.408888 4.470386 -2.862005 0.681 -0.099 -0.791 0.323
H -0.749725 6.705565 -3.897864 0.722 -1.287 0.750 0.329
H 1.638415 7.090684 -4.138687 0.420 0.349 0.149 0.358
H 3.311493 5.150415 -4.095388 -0.796 -0.197 0.300 0.371
H -2.883178 -0.328425 -2.135461 0.277 0.205 1.298 0.314
H -2.301587 0.888807 -0.890694 -0.214 -0.259 -0.397 0.368
H -2.034774 -0.570082 0.835554 0.046 0.115 -0.772 0.429
H -3.268304 -1.285044 -0.104608 0.069 -1.111 0.209 0.231
H -1.156891 -1.844897 3.940791 0.952 -0.680 -0.798 0.287
```
Forces are in eV/Å.

[2]
The following is a quantum chemistry calculation of C19H18N2O6 in the gas phase, from the OMol25 dataset.

## Properties
energy	-35262.2763	eV
orbital gap	8.938	eV
molecular weight	370.4	g/mol
largest force on an atom	0.6	eV Å⁻¹
SMILES	COC(=O)c1ccc(NC(=O)CC(=O)Nc2ccc(C(=O)OC)cc2)cc1
energy above the lowest of the compared OMol25 structures with the same formula, charge and spin	0.788	eV
multiplicity	1

XYZ file:
```
45
Properties=species:S:1:pos:R:3:forces:R:3:mulliken_charge:R:1
C 7.101693 3.324407 -0.203547 0.422 0.133 0.026 -0.645
O 6.033516 2.395172 -0.104951 -0.381 -0.175 -0.003 -0.302
C 6.373686 1.150630 0.260061 0.309 0.044 0.029 0.648
O 7.510112 0.817854 0.494007 -0.108 0.051 -0.031 -0.609
C 5.205440 0.241920 0.341279 -0.225 -0.159 0.017 0.209
C 3.909077 0.673179 0.076268 0.253 -0.069 -0.007 -0.703
C 2.845700 -0.204761 0.163130 -0.055 -0.183 0.096 -0.442
C 3.070993 -1.537877 0.503473 0.387 0.426 -0.116 0.567
N 2.031630 -2.471034 0.623740 0.161 -0.377 0.482 -0.052
C 0.912787 -2.668640 -0.114252 0.011 -0.079 -0.240 0.507
O 0.089868 -3.500861 0.227086 -0.126 -0.188 -0.004 -0.727
C 0.712307 -1.849134 -1.367849 -0.018 0.150 0.032 -1.177
C -0.401410 -0.823801 -1.113906 0.324 -0.354 -0.091 0.764
O -0.213804 0.366580 -1.218365 -0.011 0.313 -0.087 -0.641
N -1.561433 -1.430114 -0.763604 -0.211 -0.412 0.063 -0.089
C -2.791234 -0.851291 -0.455126 -0.340 0.343 0.051 0.936
C -3.061014 0.501640 -0.655240 0.226 0.047 -0.077 -0.516
C -4.308357 1.007193 -0.350173 -0.260 -0.210 0.126 -0.750
C -5.304703 0.176191 0.156240 0.245 -0.052 -0.061 0.086
C -6.655084 0.676027 0.492450 -0.292 -0.055 0.106 0.713
O -7.547585 -0.009014 0.931772 0.069 0.092 -0.040 -0.619
O -6.794878 1.991493 0.255091 0.384 -0.051 -0.113 -0.303
C -8.068919 2.538555 0.553967 -0.399 -0.026 0.135 -0.646
C -5.030736 -1.176782 0.356088 -0.092 0.220 -0.024 -0.971
C -3.788364 -1.686482 0.053152 0.107 0.068 -0.035 -0.437
C 4.367461 -1.963977 0.795870 -0.162 0.016 -0.059 -0.571
C 5.423996 -1.083995 0.711312 0.019 0.260 -0.007 -0.899
H 7.816740 3.001395 -0.963207 -0.056 0.057 0.066 0.290
H 7.621843 3.407894 0.753065 -0.039 0.024 -0.098 0.290
H 6.653091 4.275024 -0.480179 0.010 -0.058 0.013 0.228
H 3.732996 1.703287 -0.188279 -0.031 0.079 -0.020 0.480
H 1.846932 0.160741 -0.013201 -0.122 0.027 -0.030 0.504
H 2.155889 -3.164247 1.353816 -0.165 0.091 -0.121 0.285
H 1.617060 -1.339636 -1.690178 -0.172 0.030 -0.009 0.585
H 0.371098 -2.527674 -2.152638 0.081 -0.041 0.106 0.384
H -1.494093 -2.427185 -0.567605 0.131 0.206 -0.080 0.190
H -2.291197 1.146753 -1.044494 0.007 0.004 -0.002 0.497
H -4.518074 2.053542 -0.504890 0.007 0.075 -0.021 0.433
H -8.013844 3.594492 0.301814 0.013 -0.053 0.009 0.226
H -8.299602 2.408034 1.613513 -0.004 0.038 -0.098 0.287
H -8.843244 2.042543 -0.035329 0.048 0.074 0.059 0.287
H -5.810853 -1.809775 0.750472 -0.048 -0.059 0.028 0.444
H -3.574892 -2.734149 0.209533 0.009 -0.117 0.021 0.380
H 4.537116 -2.991481 1.082963 0.020 -0.114 -0.007 0.423
H 6.432274 -1.402625 0.926864 0.074 -0.033 0.016 0.456
```
Forces are in eV/Å.

[3]
The following is a quantum chemistry calculation of a molecular structure, C19H18N9O3Pd, from the OMol25 dataset.

## Properties
total charge	+1
energy	-43024.6290	eV
orbital gap (alpha / beta)	9.356 / 7.553	eV
molecular weight	526.8	g/mol
largest force on an atom	0.7	eV Å⁻¹
energy above the lowest of the compared OMol25 structures with the same formula, charge and spin	0.166	eV
multiplicity	3
expectation value of S²	2.00

XYZ file:
```
50
Properties=species:S:1:pos:R:3:forces:R:3:mulliken_charge:R:1
Pd 0.014371 1.091864 -0.052268 -0.004 -0.143 -0.395 0.534
O -2.186040 0.033962 0.129157 -0.160 0.084 0.009 -0.648
C -1.656109 -0.943632 -0.423039 -0.015 -0.071 -0.013 0.454
N -0.323656 -0.955344 -0.648414 -0.059 -0.162 0.120 0.039
C 0.029293 -2.148311 -1.266785 -0.003 -0.050 0.014 0.150
O 1.145787 -2.499309 -1.569464 0.166 0.034 0.038 -0.698
C -1.242508 -2.932976 -1.477549 0.166 0.075 -0.023 0.110
C -1.460339 -4.148031 -2.082478 0.013 -0.130 -0.046 -0.336
C -2.776417 -4.611389 -2.130789 0.013 0.010 -0.004 -0.491
C -3.821238 -3.867605 -1.591901 0.033 0.050 0.032 -0.505
C -3.585354 -2.632164 -0.985704 -0.156 -0.048 0.005 -0.496
C -2.282522 -2.191629 -0.944486 0.021 0.196 0.122 0.269
H -0.644045 -4.718904 -2.507730 -0.029 0.028 0.032 0.489
H -2.988528 -5.564886 -2.599157 -0.002 0.049 0.025 0.402
H -4.831530 -4.252070 -1.646217 0.024 0.003 -0.003 0.411
H -4.394737 -2.044586 -0.568736 0.042 -0.038 -0.027 0.490
N -1.983743 0.025773 4.537429 -0.015 0.018 0.021 -0.312
C -0.953416 0.672808 5.107265 -0.256 -0.212 -0.210 0.704
N -0.962060 0.855809 6.430930 -0.020 -0.001 -0.026 -0.366
N 0.070870 1.139308 4.432628 0.568 0.325 0.066 -0.659
C 0.206158 1.013820 3.152985 -0.281 -0.151 0.352 0.451
N 0.401313 0.926599 2.016535 -0.042 -0.002 -0.194 -0.324
H -2.747293 -0.339437 5.077303 -0.002 -0.010 -0.003 0.205
H -1.991540 -0.123088 3.542493 -0.013 -0.003 -0.016 0.103
H -1.726838 0.560137 7.007915 -0.004 -0.012 0.031 0.191
H -0.188510 1.341289 6.848774 0.027 0.017 -0.003 0.240
N -2.771527 4.143976 -1.300227 0.066 0.134 -0.039 -0.053
C -1.694270 4.969838 -1.545433 -0.170 -0.086 0.008 -0.406
C -0.600754 4.248089 -1.199081 0.036 -0.161 0.088 -0.594
N -0.998120 3.001549 -0.749667 0.322 0.013 0.157 0.178
C -2.313258 2.974219 -0.822058 0.007 0.210 -0.070 -0.604
H -3.737735 4.377246 -1.451216 -0.032 -0.013 -0.005 0.214
H -1.802716 5.968811 -1.933245 -0.016 -0.086 0.034 0.395
H 0.434438 4.545540 -1.229412 -0.077 -0.026 0.019 0.456
H -2.937728 2.141480 -0.539613 0.025 0.013 -0.019 0.531
N 4.171474 -2.571010 -0.641135 -0.082 0.075 0.042 -0.260
C 4.873899 -1.416067 -0.646779 0.063 -0.008 0.032 0.051
O 6.063270 -1.322395 -0.418659 -0.111 -0.062 -0.090 -0.603
C 4.067452 -0.184782 -0.965129 0.011 -0.091 0.057 -0.065
C 4.610726 0.786908 -1.787020 0.136 0.102 -0.090 -0.238
C 3.870195 1.919569 -2.078651 0.078 0.043 -0.026 -0.847
C 2.615563 2.050306 -1.520158 -0.068 -0.097 0.140 0.047
N 2.100478 1.125028 -0.702274 -0.041 0.139 -0.102 0.315
C 2.811326 0.025137 -0.430808 -0.063 0.187 -0.043 -0.116
H 4.676691 -3.424770 -0.476544 0.020 -0.024 0.016 0.217
H 3.214055 -2.617073 -0.963141 0.020 0.009 -0.037 0.256
H 5.607516 0.645992 -2.186337 -0.023 -0.008 0.021 0.498
H 4.257186 2.695197 -2.724861 -0.013 -0.024 0.011 0.411
H 1.999449 2.916671 -1.720072 -0.018 -0.026 -0.013 0.125
H 2.361023 -0.687475 0.242838 -0.086 -0.070 0.011 0.685
```
Forces are in eV/Å.